Record 1
Here is C36H46Cl3CsGeN5O2 as an isolated structure at a distorted geometry from OMol25. Energies are from ωB97M-V with the def2-TZVPD basis set.

electronic energy	-5301.37420	a.u.
LUMO level (spin up / spin down)	-0.022 / -0.028	Ha
total charge	0
spin multiplicity	2
Kohn-Sham gap (spin up / spin down)	0.2556 / 0.2520	hartree

Last column: Löwdin charge in e.
CARTESIAN COORDINATES (ANGSTROEM)
Cs: 0.018 0.854 -1.398  0.89
C: 0.893 -6.769 -1.078  -0.05
C: 1.070 -5.319 -1.443  -0.28
C: 0.751 -4.830 -2.674  -0.01
C: 0.994 -3.474 -3.031  -0.14
C: 0.451 -2.990 -4.231  -0.06
N: 0.975 -2.102 -5.053  0.07
C: 2.410 -1.950 -5.341  -0.14
C: 3.181 -0.812 -4.695  -0.17
C: 2.640 0.593 -4.960  -0.15
N: 3.112 1.494 -3.914  0.05
C: 4.394 1.645 -3.641  -0.02
C: 4.892 1.860 -2.356  -0.12
C: 6.296 1.898 -2.132  0.00
C: 6.826 1.742 -0.889  -0.27
C: 8.307 1.774 -0.628  -0.06
C: 5.929 1.481 0.183  0.02
C: 4.568 1.448 0.052  -0.10
C: 3.754 1.153 1.238  -0.11
N: 2.489 1.171 1.301  0.05
C: 1.906 0.934 2.610  -0.23
C: 0.825 -0.145 2.631  -0.18
C: 1.246 -1.617 2.771  -0.20
N: 1.413 -2.512 1.639  0.05
C: 1.551 -2.084 0.458  -0.11
C: 1.536 -3.030 -0.682  -0.12
C: 1.438 -4.375 -0.453  0.00
C: 1.463 -2.515 -2.040  -0.35
O: 1.664 -1.309 -2.299  -0.20
C: 3.972 1.749 -1.240  -0.30
O: 2.735 1.854 -1.374  -0.16
H: 1.270 -7.432 -1.857  0.08
H: -0.162 -7.008 -0.919  0.08
H: 1.423 -7.003 -0.154  0.08
H: 0.348 -5.493 -3.434  0.13
H: -0.527 -3.356 -4.536  0.14
H: 0.352 -1.759 -5.768  0.14
H: 2.476 -1.870 -6.429  0.13
H: 2.882 -2.890 -5.053  0.13
H: 4.208 -0.889 -5.067  0.12
H: 3.202 -0.965 -3.621  0.09
H: 1.551 0.597 -4.920  0.12
H: 2.937 0.975 -5.940  0.13
H: 2.545 1.587 -3.060  0.08
H: 5.091 1.495 -4.464  0.15
H: 6.950 2.030 -2.989  0.12
H: 8.857 2.070 -1.520  0.07
H: 8.675 0.794 -0.316  0.08
H: 8.554 2.482 0.165  0.08
H: 6.355 1.290 1.164  0.12
H: 4.353 0.935 2.137  0.12
H: 1.429 1.875 2.902  0.12
H: 2.678 0.713 3.364  0.11
H: 0.130 0.041 1.806  0.07
H: 0.219 0.054 3.521  0.11
H: 0.485 -2.105 3.387  0.11
H: 2.166 -1.667 3.367  0.12
H: 1.631 -1.022 0.223  0.07
H: 1.562 -4.713 0.570  0.12
C: -4.637 -2.052 5.216  -0.05
C: -3.887 -1.383 4.092  -0.26
C: -3.687 -0.001 4.101  0.00
C: -2.975 0.644 3.089  -0.26
C: -2.735 2.128 3.116  -0.03
C: -2.473 -0.127 2.064  -0.01
C: -2.681 -1.529 1.981  -0.27
C: -3.401 -2.139 3.043  0.02
N: -2.163 -2.091 0.870  0.17
C: -2.441 -3.486 0.505  -0.60
C: -1.566 -4.420 1.354  -0.02
C: -3.938 -3.836 0.570  -0.04
C: -2.008 -3.623 -0.956  -0.06
H: -4.959 -1.329 5.963  0.07
H: -4.010 -2.794 5.714  0.08
H: -5.523 -2.570 4.845  0.08
H: -4.094 0.581 4.921  0.12
H: -3.382 2.620 3.841  0.08
H: -2.917 2.566 2.134  0.08
H: -1.700 2.349 3.389  0.08
H: -1.874 0.290 1.265  0.07
H: -3.565 -3.204 3.060  0.09
H: -1.822 -4.408 2.412  0.07
H: -0.523 -4.111 1.270  0.05
H: -1.666 -5.448 0.997  0.09
H: -4.295 -4.114 1.559  0.06
H: -4.143 -4.672 -0.101  0.08
H: -4.523 -2.981 0.225  0.09
H: -1.000 -3.241 -1.091  0.06
H: -2.678 -3.051 -1.601  0.04
H: -2.038 -4.670 -1.269  0.09
Cl: -1.768 -0.556 -3.572  -0.22
Ge: -3.418 -0.179 -1.883  0.00
Cl: -2.835 2.019 -1.379  -0.25
Cl: -5.093 0.291 -3.295  -0.12

***

Record 2
Here is a 13-piece molecular cluster, C39H52O39 overall at a distorted geometry from OMol25. Energies are from ωB97M-V with the def2-TZVPD basis set.

electronic energy	-4451.77480	a.u.
LUMO level	0.020	Ha
total charge	0
Kohn-Sham gap	0.4100	hartree

Last column: Löwdin charge in e.
CARTESIAN COORDINATES (ANGSTROEM)
C: 2.550 -1.026 -3.668  -0.09
C: 3.416 -1.688 -2.608  -0.10
O: 3.698 -0.566 -1.741  0.04
C: 3.505 0.606 -2.448  -0.57
O: 3.774 1.658 -1.989  0.17
O: 3.050 0.371 -3.708  0.05
H: 1.448 -1.057 -3.583  0.10
H: 2.773 -1.482 -4.700  0.15
H: 4.374 -2.001 -3.002  0.13
H: 3.023 -2.592 -2.094  0.11
C: -3.008 -3.125 -0.036  -0.07
C: -4.360 -3.975 -0.064  -0.12
O: -3.974 -5.224 0.355  0.04
C: -2.570 -5.321 0.401  -0.51
O: -1.988 -6.317 0.666  0.16
O: -1.996 -4.145 -0.003  0.03
H: -3.000 -2.606 0.874  0.08
H: -2.933 -2.491 -0.884  0.09
H: -4.766 -3.973 -1.089  0.14
H: -4.982 -3.643 0.707  0.11
C: -1.059 -2.313 -5.330  -0.13
C: -1.788 -3.605 -5.049  -0.10
O: -2.630 -3.325 -3.923  0.06
C: -2.640 -1.953 -3.724  -0.46
O: -3.348 -1.378 -2.921  0.12
O: -1.736 -1.304 -4.585  0.03
H: -1.142 -2.041 -6.372  0.13
H: -0.018 -2.396 -5.150  0.10
H: -1.126 -4.402 -4.673  0.13
H: -2.327 -3.783 -5.930  0.11
C: 1.574 -3.772 2.947  -0.06
C: 0.310 -3.566 2.001  -0.04
O: 0.976 -3.247 0.752  0.02
C: 2.293 -3.506 0.808  -0.58
O: 3.000 -3.405 -0.150  0.12
O: 2.703 -3.820 2.028  0.08
H: 1.656 -4.737 3.549  0.15
H: 1.688 -2.974 3.684  0.09
H: -0.400 -2.821 2.301  0.12
H: -0.174 -4.552 1.825  0.12
C: -0.339 2.507 -3.517  -0.11
C: 0.038 1.662 -4.739  -0.07
O: -0.954 2.098 -5.672  0.08
C: -1.701 3.056 -5.186  -0.67
O: -2.549 3.547 -5.784  0.20
O: -1.355 3.380 -3.930  0.08
H: 0.544 2.983 -3.037  0.12
H: -0.720 1.910 -2.680  0.12
H: -0.035 0.587 -4.668  0.11
H: 0.996 1.963 -5.129  0.12
C: -3.554 0.058 5.846  -0.10
C: -4.800 0.710 5.117  -0.06
O: -4.685 0.132 3.795  0.03
C: -3.543 -0.617 3.699  -0.54
O: -3.289 -1.373 2.822  0.17
O: -2.725 -0.328 4.753  0.04
H: -3.707 -0.779 6.522  0.13
H: -3.005 0.842 6.461  0.14
H: -4.634 1.770 4.922  0.11
H: -5.755 0.378 5.520  0.13
C: 2.561 3.695 1.825  -0.06
C: 3.510 4.734 2.434  -0.11
O: 3.254 4.458 3.793  0.05
C: 1.928 4.188 3.917  -0.62
O: 1.314 4.148 4.908  0.19
O: 1.433 3.889 2.733  0.04
H: 2.935 2.685 2.074  0.13
H: 2.272 3.731 0.737  0.13
H: 3.287 5.826 2.245  0.15
H: 4.559 4.592 2.210  0.13
C: 2.756 -0.060 6.209  -0.11
C: 2.977 1.336 5.565  -0.03
O: 2.765 1.109 4.104  0.06
C: 2.353 -0.132 3.945  -0.58
O: 2.024 -0.636 2.929  0.16
O: 2.295 -0.827 5.123  0.05
H: 2.019 -0.079 6.964  0.11
H: 3.650 -0.513 6.586  0.12
H: 3.989 1.718 5.631  0.13
H: 2.210 2.102 5.799  0.11
C: 4.365 4.325 -4.257  -0.12
C: 5.158 4.984 -3.117  -0.12
O: 4.282 4.834 -2.001  0.02
C: 2.968 4.546 -2.462  -0.52
O: 2.056 4.531 -1.708  0.15
O: 3.037 4.264 -3.787  0.05
H: 4.588 3.281 -4.415  0.12
H: 4.475 4.814 -5.233  0.14
H: 5.385 5.991 -3.381  0.11
H: 6.143 4.541 -2.889  0.14
C: -4.658 1.535 -2.043  -0.09
C: -5.824 2.388 -1.572  -0.06
O: -5.518 2.778 -0.173  0.05
C: -4.335 2.171 0.137  -0.59
O: -3.832 2.272 1.209  0.14
O: -3.849 1.458 -0.864  0.06
H: -4.108 2.071 -2.834  0.14
H: -4.849 0.499 -2.287  0.11
H: -6.757 1.858 -1.460  0.13
H: -5.871 3.331 -2.107  0.13
C: 0.814 -5.048 -1.961  -0.05
C: 2.223 -5.751 -1.879  -0.06
O: 2.804 -5.363 -3.133  0.06
C: 1.981 -4.649 -3.899  -0.65
O: 2.238 -4.175 -4.909  0.19
O: 0.757 -4.577 -3.337  0.03
H: 0.532 -4.218 -1.334  0.09
H: 0.050 -5.800 -1.871  0.12
H: 2.157 -6.835 -1.895  0.13
H: 2.840 -5.387 -1.047  0.11
C: 0.971 0.683 0.076  -0.07
C: -0.349 0.165 0.759  -0.03
O: -0.690 -1.049 -0.018  0.04
C: -0.047 -1.013 -1.177  -0.51
O: -0.213 -1.742 -2.100  0.16
O: 0.881 0.065 -1.230  0.00
H: 1.892 0.306 0.598  0.14
H: 0.920 1.756 -0.061  0.12
H: -1.262 0.764 0.546  0.13
H: -0.228 -0.120 1.794  0.11
C: -1.979 3.391 4.434  -0.08
C: -1.303 2.604 3.311  -0.09
O: -0.314 1.794 4.002  0.06
C: -0.605 1.872 5.298  -0.62
O: 0.083 1.417 6.187  0.13
O: -1.690 2.560 5.538  0.05
H: -3.068 3.254 4.365  0.12
H: -1.675 4.475 4.567  0.16
H: -0.711 3.183 2.570  0.13
H: -2.029 2.011 2.731  0.10

***

Record 3
Here is C12H15BrF4N2Te4W as an isolated structure from OMol25. Energies are from ωB97M-V with the def2-TZVPD basis set.

electronic energy	-4688.42886	a.u.
LUMO level (spin up / spin down)	-0.052 / -0.105	Ha
total charge	0
spin multiplicity	3
Kohn-Sham gap (spin up / spin down)	0.2281 / 0.1742	hartree

Last column: Löwdin charge in e.
CARTESIAN COORDINATES (ANGSTROEM)
W: 1.582 -1.199 0.673  0.70
C: -2.616 0.712 -2.562  -0.07
C: -1.472 -0.109 -1.976  -0.28
N: -0.222 0.612 -1.702  -0.21
C: 0.326 1.315 -2.875  -0.28
C: 0.500 0.497 -4.143  -0.10
C: -0.359 1.611 -0.649  -0.21
C: -0.722 1.064 0.707  -0.18
N: 0.319 0.211 1.263  -0.24
C: 0.333 -0.059 2.632  -0.36
C: 1.310 -1.036 2.810  -0.39
F: 2.590 -2.724 1.060  -0.54
C: 1.516 -1.559 4.057  -0.30
F: 2.443 -2.510 4.263  0.07
C: 0.773 -1.120 5.148  0.07
C: -0.188 -0.154 4.941  -0.21
F: -0.921 0.284 5.977  0.09
C: -0.437 0.394 3.688  -0.14
F: -1.405 1.320 3.557  0.09
H: -3.509 0.089 -2.620  0.08
H: -2.395 1.066 -3.570  0.07
H: -2.866 1.578 -1.947  0.07
H: -1.236 -0.929 -2.653  0.05
H: -1.787 -0.591 -1.050  0.08
H: 1.300 1.707 -2.569  0.07
H: -0.301 2.191 -3.100  0.12
H: 1.349 -0.183 -4.078  0.02
H: 0.689 1.176 -4.975  0.08
H: -0.385 -0.087 -4.396  0.07
H: -1.100 2.375 -0.925  0.12
H: 0.603 2.123 -0.558  0.12
H: -1.664 0.504 0.687  0.12
H: -0.867 1.907 1.382  0.13
H: 0.936 -1.523 6.137  0.14
Te: 3.643 0.297 1.720  0.42
Te: 3.482 0.041 -0.890  0.17
Te: -0.261 -4.186 -2.316  0.30
Te: 1.524 -2.373 -2.016  0.21
Br: -0.504 -2.733 0.865  0.05

***

Number 1 is which compound? C36H46Cl3CsGeN5O2

***

Among the records above, which one has the highest electronic energy? C39H52O39

***

electronic energy of number 1 (C36H46Cl3CsGeN5O2)? -5301.37420 a.u.